(1)
{"formula": "C36H53BFeN5O3Se", "method": "ωB97M-V/def2-TZVPD", "energy_ev": -152198.6469, "largest_force_ev_per_a": 4.92, "gap_ev": [7.760, 5.867], "multiplicity": 6, "lumo_energy_ev": [0.4, -1.4], "s_squared": 8.769, "elements": ["H", "C", "C", "H", "H", "H", "Se", "H", "H", "C", "C", "C", "C", "N", "H", "H", "C", "C", "H", "H", "H", "C", "H", "C", "C", "O", "H", "H", "C", "N", "H", "C", "C", "H", "H", "H", "C", "H", "H", "H", "H", "C", "H", "H", "O", "N", "Fe", "H", "H", "O", "C", "H", "C", "H", "C", "H", "B", "H", "H", "C", "H", "H", "C", "H", "C", "H", "H", "H", "H", "C", "H", "H", "H", "N", "C", "H", "H", "H", "N", "C", "H", "C", "H", "H", "C", "C", "C", "C", "H", "C", "C", "H", "H", "H", "C", "H", "C", "H", "C", "C"], "xyz": [[-2.007, -4.907, -2.095], [-0.804, -2.345, 1.990], [1.118, 2.177, 5.786], [1.469, -4.489, 4.524], [-0.963, -2.059, 3.022], [3.349, 3.332, 4.729], [-1.883, 0.257, 1.404], [3.836, 2.099, 5.896], [0.162, -6.398, 1.640], [-0.999, -1.813, -0.388], [-0.847, -2.702, -3.274], [-1.158, -1.473, 1.009], [-3.953, 0.407, -5.017], [-2.625, 4.022, -2.391], [0.282, 4.197, -0.800], [4.158, 1.853, 4.174], [-0.215, 1.121, 1.754], [1.096, 0.454, -3.205], [-1.814, -5.410, 2.910], [-0.508, -5.736, -1.657], [0.598, 0.493, -6.424], [1.537, 2.618, 1.075], [2.580, -0.302, -4.683], [2.285, 0.068, 5.106], [3.436, 2.255, 4.891], [-1.349, -0.970, -1.259], [-4.000, 4.754, 0.214], [3.129, 4.886, 1.541], [1.621, 0.138, -4.458], [-0.394, 1.036, -4.650], [-0.669, -3.181, -4.239], [1.160, 4.653, -0.342], [-0.061, -3.912, 0.307], [3.238, 3.504, -1.832], [-1.684, 2.879, -4.876], [2.742, -0.039, 6.095], [-0.223, -3.589, 1.661], [-5.785, -0.436, -4.099], [-4.526, 0.432, -1.813], [2.057, -3.500, 3.176], [1.408, -4.124, -3.459], [1.250, -3.751, -2.444], [-4.019, 0.273, -6.086], [0.143, 1.683, 5.765], [-2.897, 2.430, -0.797], [-3.030, 1.075, -3.133], [-1.412, 0.963, -1.615], [-1.962, 3.466, -2.909], [4.194, 3.600, 0.932], [-0.101, 1.896, -0.507], [-3.234, 3.500, -1.316], [3.305, 1.988, -0.912], [2.661, 2.830, -1.188], [0.963, 3.236, 5.564], [-0.451, -3.096, -0.742], [2.951, 3.036, 2.599], [-1.694, 1.696, -5.180], [1.132, -6.432, 3.113], [1.746, -5.591, 1.689], [0.382, 1.869, 0.718], [1.723, -4.447, -1.747], [-0.209, 0.442, 3.775], [2.081, 1.553, 4.767], [-4.718, 5.081, -1.379], [0.842, -5.811, 2.263], [-5.165, 3.620, -0.462], [3.799, 4.988, -0.088], [-0.829, -5.336, -3.344], [1.523, 2.093, 6.801], [-4.831, 0.055, -4.005], [-0.378, -1.718, -3.296], [-2.978, 4.848, -2.836], [-1.924, -2.562, -3.154], [-0.117, 1.004, -3.333], [1.493, 1.684, 3.358], [-1.566, -4.051, 4.015], [2.942, -0.403, 4.369], [-0.829, -5.621, 4.368], [-2.887, 1.005, -4.470], [0.630, 0.530, -5.345], [1.609, 5.346, -1.063], [0.320, 1.031, 3.032], [-1.777, 1.505, -6.370], [1.337, -0.478, 5.111], [2.185, 3.580, 0.065], [-0.940, -4.982, -2.317], [1.163, -3.816, 3.720], [-0.259, -3.605, -2.178], [0.391, -4.861, 0.058], [3.397, 4.299, 0.658], [2.054, 2.482, 2.360], [1.529, 0.321, -2.224], [0.716, -2.929, 4.175], [1.751, -2.783, -2.353], [0.178, -4.535, 2.782], [1.816, 2.453, -1.753], [-4.354, 4.300, -0.713], [0.843, 5.228, 0.533], [-4.199, 0.494, -2.841], [-1.087, -4.924, 3.566]]}

---

(2)
{"formula": "C36H53BaN4OP2", "method": "ωB97M-V/def2-TZVPD", "energy_ev": -65466.2551, "largest_force_ev_per_a": 3.77, "charge": 1, "gap_ev": 5.196, "multiplicity": 1, "lumo_energy_ev": -2.6, "elements": ["H", "H", "C", "H", "H", "C", "C", "C", "C", "H", "H", "H", "C", "H", "H", "C", "C", "H", "H", "C", "H", "H", "C", "C", "C", "C", "H", "C", "H", "H", "H", "C", "H", "H", "H", "H", "O", "H", "C", "H", "H", "C", "C", "H", "P", "H", "H", "N", "H", "C", "H", "H", "H", "H", "H", "H", "C", "P", "C", "C", "C", "H", "H", "C", "H", "C", "C", "C", "H", "C", "Ba", "H", "H", "H", "C", "H", "C", "N", "H", "H", "H", "H", "N", "H", "H", "H", "N", "C", "H", "C", "C", "H", "C", "C", "C", "H", "H"], "xyz": [[-2.600, 1.620, 2.132], [0.168, 5.414, -0.285], [4.358, 2.659, 1.079], [1.935, -2.288, -2.448], [-1.726, -3.424, -2.083], [2.883, -4.537, -0.625], [-1.781, 1.746, -1.845], [2.419, -3.327, 0.170], [-1.345, 0.542, -2.502], [-2.706, 5.231, 1.829], [-3.888, 3.765, -0.719], [-2.553, 3.998, -2.337], [-1.029, -4.336, 1.182], [-1.884, 5.500, -1.671], [2.445, 1.970, 1.901], [-2.336, 3.378, 0.808], [-3.017, -0.466, 0.347], [-4.445, 3.708, 0.962], [-2.072, 5.495, 0.194], [-4.904, -0.048, -1.403], [-0.222, -4.794, 1.777], [3.943, -4.690, -0.397], [-3.752, 3.247, 0.241], [0.874, -2.476, -2.203], [2.450, -3.622, 1.685], [-1.873, -3.496, -1.003], [1.065, 2.407, -2.420], [-6.252, -0.352, -1.675], [-4.739, -1.467, 1.702], [-0.982, 4.946, 1.510], [-1.408, 4.934, -3.280], [3.431, -2.189, -0.099], [-6.693, -0.090, -2.637], [3.502, -3.792, 1.961], [4.667, 3.132, 2.010], [2.796, -4.385, -1.702], [0.679, -0.029, 5.429], [0.561, -5.912, -0.424], [-7.063, -1.007, -0.744], [-1.506, -0.571, -5.709], [-2.941, 3.223, 2.861], [4.707, 2.079, -1.248], [3.128, 2.018, 1.032], [0.222, -2.139, -4.753], [0.706, -2.740, -0.367], [6.137, 3.155, -0.031], [5.275, 2.056, -2.175], [2.691, 1.420, -0.098], [-2.136, -2.514, -0.610], [-0.646, -4.073, -0.293], [0.830, 3.835, -3.466], [2.028, 0.299, -2.171], [3.194, -1.222, 0.388], [-7.072, -1.901, 1.253], [2.367, -5.454, -0.352], [1.889, -4.525, 1.959], [-1.787, 0.422, -3.844], [-1.031, 2.559, -0.428], [-1.641, 4.607, -2.256], [0.596, 0.053, 4.289], [-1.990, 4.854, 1.079], [0.643, -3.423, -2.731], [2.082, -2.787, 2.307], [5.160, 2.675, -0.071], [-4.312, 0.467, -2.170], [-5.181, -1.119, 0.769], [3.441, 1.468, -1.227], [-2.271, 2.668, 2.178], [-2.571, 1.091, -4.178], [-1.208, -0.516, -4.670], [0.614, 0.119, 0.884], [-8.108, -1.223, -0.953], [-2.717, -4.170, -0.816], [1.043, 5.373, -1.830], [-4.350, -0.465, -0.139], [3.588, -2.013, -1.173], [-6.517, -1.392, 0.478], [-0.379, -0.297, -1.992], [-1.360, -3.410, 1.687], [0.127, -5.202, -2.008], [-2.873, 1.903, -1.867], [-1.098, -6.022, -1.029], [2.838, 0.895, -2.320], [-1.881, -5.038, 1.178], [-0.353, 2.543, -3.477], [-4.045, 2.194, 0.128], [-1.978, -0.495, 0.886], [-0.417, 3.852, -1.696], [-1.254, 2.715, 2.604], [-0.215, -5.368, -0.979], [-0.273, -1.396, -4.135], [4.394, -2.521, 0.319], [0.322, 3.108, -2.824], [0.603, 4.759, -1.040], [0.017, -1.331, -2.772], [1.395, 4.167, -0.575], [3.332, 0.812, -3.200]]}

---

(3)
{"formula": "C36H53BaN7O2PS2", "method": "ωB97M-V/def2-TZVPD", "energy_ev": -84376.3965, "largest_force_ev_per_a": 3.65, "charge": -1, "gap_ev": 6.275, "multiplicity": 1, "lumo_energy_ev": 2.1, "elements": ["H", "H", "C", "H", "H", "N", "C", "H", "C", "C", "N", "H", "H", "H", "C", "C", "H", "H", "C", "H", "C", "C", "H", "C", "H", "H", "C", "H", "H", "H", "O", "S", "C", "C", "C", "C", "N", "H", "H", "H", "H", "H", "H", "C", "H", "H", "C", "C", "C", "H", "H", "Ba", "H", "H", "H", "H", "C", "H", "C", "H", "C", "N", "C", "H", "N", "C", "C", "C", "H", "H", "P", "C", "S", "C", "C", "H", "O", "C", "C", "C", "C", "C", "H", "H", "H", "H", "H", "H", "H", "H", "N", "H", "C", "H", "C", "H", "H", "H", "H", "H", "H", "N"], "xyz": [[4.277, -4.859, 3.540], [6.824, 2.630, -1.624], [-0.888, -5.888, 3.473], [3.809, -6.311, 2.815], [0.969, -6.043, -3.891], [3.531, 0.479, -1.990], [3.491, -1.789, -1.961], [-2.654, 4.456, 0.807], [-1.653, -4.779, 3.833], [-0.897, -3.550, 1.870], [1.828, -4.830, -0.013], [0.481, -6.664, 2.003], [-0.059, 3.325, 3.853], [4.605, -4.145, -2.653], [-2.123, 3.359, -1.801], [0.856, -4.049, -3.094], [-2.246, -2.766, 3.343], [-2.143, 5.526, -1.775], [-1.410, 2.003, 2.811], [3.457, -6.121, -3.604], [-1.429, 4.713, -1.627], [-0.248, 4.850, -2.603], [-4.212, 1.127, 2.167], [0.594, -4.600, 0.213], [-0.867, -6.774, 4.096], [-3.636, 1.156, -1.956], [-1.640, 2.636, 1.421], [0.208, 2.992, -3.648], [5.127, -2.736, -0.956], [-6.008, -0.609, 0.415], [-0.807, -2.435, 1.150], [3.042, 1.174, 0.639], [-4.518, 0.159, 1.761], [4.877, 2.723, -2.584], [0.539, 3.526, -2.750], [2.788, -3.025, -2.431], [2.823, -0.704, -2.018], [-1.353, 5.091, 3.025], [-3.789, 3.288, 3.372], [-6.513, 0.859, 1.244], [-1.065, 4.802, -0.597], [0.671, 3.122, -0.630], [0.017, -4.306, -0.665], [-3.326, -0.543, 1.103], [-0.625, 5.167, -3.581], [0.415, 5.645, -2.255], [-1.127, 3.093, 3.858], [-1.152, 2.193, -1.457], [-0.138, -5.827, 2.303], [-4.951, 2.207, -0.130], [-0.744, 3.229, 1.201], [1.068, -1.342, 0.527], [-2.171, 4.872, 4.559], [-2.293, 1.423, 3.099], [-2.503, -0.704, 1.798], [-2.443, 3.264, -2.844], [6.278, 2.136, -2.434], [-6.002, 1.286, -1.175], [4.931, -1.834, -1.539], [0.966, 1.730, -1.617], [-5.194, 1.189, -0.446], [1.457, -2.983, -2.575], [-0.152, -4.691, 1.498], [-3.038, 3.321, -1.204], [2.598, -5.371, 0.997], [2.890, -5.240, -3.326], [-3.984, 0.543, -1.121], [3.252, -4.632, 1.821], [-1.286, 1.382, -2.181], [4.354, 2.211, -3.390], [-1.455, 1.372, 0.123], [1.519, -5.201, -3.488], [3.289, -2.885, 2.032], [0.336, 2.615, -1.543], [3.535, 1.339, -1.028], [-0.228, -3.989, -3.184], [-0.218, 0.558, 0.486], [-5.660, 0.372, 0.763], [-1.944, 4.378, 3.613], [-1.662, -3.634, 3.048], [-3.220, 4.059, 2.839], [-2.871, 3.580, 1.422], [1.606, 3.715, -2.874], [-2.244, -4.805, 4.742], [-3.740, 3.107, 0.979], [-4.318, -0.405, -1.560], [-2.193, -0.536, -0.703], [6.210, 1.070, -2.200], [6.856, 2.253, -3.357], [4.932, 3.781, -2.845], [4.107, -5.355, 2.683], [4.398, 3.073, -0.566], [-2.824, 0.184, -0.171], [-3.867, 4.935, 2.774], [3.533, -4.139, -2.792], [-0.577, 1.306, 2.769], [-1.354, 2.693, 4.849], [-4.860, -0.437, 2.610], [5.143, -0.976, -0.905], [5.610, -1.808, -2.402], [-3.636, -1.551, 0.805], [4.059, 2.596, -1.385]]}

---

(4)
{"formula": "C36H53CsF6N7O5S3SbSi3", "method": "ωB97M-V/def2-TZVPD", "energy_ev": -138394.7145, "largest_force_ev_per_a": 1.20, "gap_ev": 7.691, "multiplicity": 1, "lumo_energy_ev": 0.1, "elements": ["H", "H", "C", "H", "Si", "C", "H", "C", "N", "C", "C", "Si", "C", "H", "C", "H", "H", "C", "F", "C", "C", "C", "H", "C", "C", "C", "Si", "F", "H", "S", "H", "N", "H", "H", "H", "C", "H", "C", "H", "O", "H", "H", "C", "H", "H", "C", "H", "O", "H", "C", "N", "F", "O", "H", "H", "F", "C", "H", "N", "C", "C", "F", "N", "C", "H", "H", "C", "H", "H", "N", "C", "H", "H", "H", "Sb", "S", "H", "H", "H", "H", "H", "H", "S", "H", "N", "H", "H", "Cs", "C", "F", "C", "C", "C", "H", "H", "H", "H", "C", "H", "C", "O", "H", "H", "C", "H", "O", "C", "H", "H", "C", "H", "H", "C", "H", "C"], "xyz": [[-3.872, -7.054, 1.325], [11.743, 3.922, -0.683], [3.786, -1.998, -0.416], [-5.669, 3.301, 1.638], [-5.683, -0.266, -0.884], [2.893, 3.943, -0.073], [13.237, 5.489, 0.085], [-7.098, 0.971, -0.810], [-4.589, -5.205, -1.748], [8.370, 4.182, -0.480], [-2.798, 2.220, -3.665], [-3.784, 1.692, 1.982], [3.666, 2.785, -0.205], [5.681, -3.016, -0.453], [5.096, 2.800, -0.297], [-3.101, -5.047, -3.205], [9.762, 2.539, -0.542], [-3.565, -4.582, 1.705], [1.871, -2.736, 4.529], [-4.182, -4.990, -3.122], [-2.431, 2.908, 2.450], [0.693, -3.333, 4.683], [-4.708, -1.665, -2.656], [10.776, 4.401, -0.629], [10.658, 5.785, -0.639], [13.002, 6.086, -0.800], [-3.433, 2.839, -2.010], [0.886, -4.635, 4.885], [-5.607, 3.950, -1.404], [-2.709, -3.487, -0.987], [-3.490, 1.508, -4.119], [-4.151, -5.165, 0.505], [-3.505, -3.504, 1.628], [-6.480, -1.664, -2.740], [-6.180, -1.263, 1.369], [5.198, 0.336, -0.389], [-4.194, -4.843, 2.556], [-3.571, 0.155, 3.032], [-1.827, 1.735, -3.571], [1.001, -4.101, 0.118], [3.198, -2.909, -0.419], [-6.998, -2.094, 0.047], [9.633, 3.615, -0.550], [-2.376, 5.071, -1.893], [-5.572, -0.300, -3.398], [-4.604, -6.532, 0.705], [6.974, -0.895, -0.458], [2.301, -4.574, 2.153], [-6.325, -5.246, -0.562], [-2.213, 4.124, -1.373], [1.678, 1.445, -0.161], [-0.427, -6.630, 0.549], [11.705, 6.642, -0.716], [7.286, 6.026, -0.434], [9.314, 7.445, -0.573], [0.102, -2.823, 5.766], [8.268, 5.577, -0.488], [-5.278, -2.382, 0.329], [7.123, 2.015, -0.445], [-5.448, 2.493, 2.335], [-3.848, -4.690, -0.722], [1.714, -6.951, 0.430], [3.113, -0.865, -0.384], [-6.057, -1.624, 0.349], [7.922, 1.415, -0.526], [-2.585, -0.288, 2.877], [3.788, 0.296, -0.345], [-2.308, 4.312, -0.305], [-2.505, 3.864, 1.933], [-0.211, -4.301, 2.291], [-5.094, 3.666, -2.322], [13.112, 5.468, -1.694], [0.890, 4.690, 0.132], [-4.634, -5.772, -3.734], [-3.454, 0.865, -0.399], [-0.404, -3.048, 3.196], [-4.509, -4.014, -3.496], [-1.437, 2.495, 2.278], [-4.314, -0.613, 2.819], [-3.655, 0.411, 4.092], [-5.753, 3.016, -2.900], [-4.935, 4.574, -2.912], [1.056, -4.651, 1.447], [-5.442, 2.911, 3.346], [5.934, 3.882, -0.317], [-4.684, -7.058, -0.242], [-7.003, 1.770, -1.546], [0.034, -1.484, -0.090], [3.016, 1.537, -0.241], [0.702, -7.100, 2.340], [-6.017, -5.428, -1.590], [0.968, 2.545, -0.028], [9.391, 6.367, -0.565], [-6.563, -4.734, -2.234], [-5.569, -6.558, 1.216], [-6.296, -6.447, -1.870], [-2.523, 3.109, 3.521], [1.529, 3.826, 0.022], [-2.556, -4.956, 1.875], [7.146, 3.384, -0.408], [0.112, -1.838, 2.604], [-7.175, 1.422, 0.179], [3.390, 4.904, -0.043], [5.184, -2.057, -0.436], [13.686, 6.928, -0.858], [-1.734, -3.030, 3.719], [0.736, -6.443, 1.181], [-2.690, 3.064, -4.351], [-6.261, 1.769, 2.285], [5.808, 1.626, -0.378], [-1.188, 3.816, -1.581], [-0.107, 2.413, 0.041], [5.891, -0.883, -0.434], [-8.045, 0.457, -1.007], [-5.598, -1.035, -2.593]]}